93
Properties=species:S:1:pos:R:3:lowdin_charge:R:1 method="wB97M-V/def2-TZVPD" total_charge=+1 relative_energy_kj_mol=38.91 e_lumo_ev="-2.8 / -3.6" s_squared=6.027 spin_multiplicity=5 mol_weight_g_mol=792.8 orbital_gap_ev="6.9 / 6.1"
Co 11.16 17.60 12.21 0.420
C 10.00 17.67 9.37 -0.035
O 11.19 17.38 10.09 -0.230
C 12.36 17.82 9.52 -0.248
C 12.56 17.92 8.18 -0.010
C 13.82 18.40 7.73 -0.038
C 14.80 18.90 8.62 -0.061
C 14.57 18.68 9.96 -0.024
C 13.42 18.02 10.39 -0.166
N 13.17 17.74 11.77 -0.050
N 14.11 17.47 12.54 0.109
C 13.93 17.36 13.88 -0.164
C 12.78 17.80 14.63 -0.323
O 11.68 18.27 14.13 -0.170
C 12.83 17.56 16.06 -0.013
C 13.91 16.97 16.67 0.004
C 14.98 16.40 15.88 -0.166
C 16.01 15.66 16.47 -0.045
C 17.06 15.18 15.75 -0.083
C 17.13 15.54 14.40 -0.082
C 16.17 16.30 13.79 -0.016
C 15.03 16.73 14.52 -0.115
H 10.06 18.66 8.87 0.096
H 9.22 17.69 10.12 0.041
H 9.85 16.78 8.69 0.139
H 11.68 17.77 7.56 0.120
H 13.94 18.38 6.64 0.110
H 15.79 19.31 8.34 0.123
H 15.24 18.92 10.78 0.117
H 11.99 17.82 16.70 0.115
H 13.84 16.95 17.73 0.109
H 15.85 15.29 17.46 0.106
H 17.94 14.64 16.16 0.125
H 17.95 15.16 13.84 0.098
H 16.22 16.42 12.72 0.101
N 10.78 19.58 11.72 0.237
C 11.15 20.65 11.20 -0.213
C 12.28 21.48 11.77 -0.148
C 13.26 20.87 12.52 -0.041
C 14.37 21.56 12.98 -0.056
C 14.53 22.91 12.71 -0.069
C 13.68 23.55 11.82 -0.036
C 12.55 22.79 11.37 -0.015
C 10.35 21.01 9.94 -0.202
C 9.04 20.80 9.89 -0.058
C 8.42 20.95 8.64 -0.073
C 9.14 21.23 7.54 -0.068
C 10.56 21.39 7.55 -0.024
C 11.14 21.24 8.79 -0.041
H 13.21 19.80 12.70 0.078
H 15.18 21.02 13.47 0.117
H 15.47 23.39 13.04 0.117
H 13.88 24.49 11.40 0.092
H 11.92 23.39 10.76 0.104
H 8.42 20.64 10.83 0.139
H 7.36 20.84 8.52 0.108
H 8.61 21.50 6.68 0.090
H 11.21 21.69 6.74 0.114
H 12.23 21.28 9.04 0.136
N 11.30 15.01 14.76 0.135
C 11.68 14.34 13.67 -0.728
S 11.51 15.10 12.17 0.804
N 12.07 13.05 13.79 0.077
C 12.34 12.21 12.71 -0.302
C 11.76 10.96 12.73 -0.021
C 12.18 10.01 11.79 -0.082
C 13.06 10.33 10.79 -0.072
C 13.58 11.64 10.76 -0.056
C 13.25 12.58 11.73 -0.063
H 10.89 15.92 14.62 0.060
H 11.27 14.71 15.72 0.134
H 11.82 12.56 14.63 0.149
H 11.10 10.70 13.51 0.100
H 11.55 9.13 11.86 0.111
H 13.45 9.55 10.13 0.108
H 14.31 11.96 10.03 0.104
H 13.58 13.62 11.67 0.077
C 6.96 17.44 11.10 -0.108
O 7.53 18.26 12.11 -0.301
P 8.73 17.79 13.05 0.746
O 8.34 16.30 13.58 -0.330
C 7.24 16.11 14.52 -0.066
O 8.52 18.72 14.32 -0.298
C 9.10 20.04 14.32 -0.105
H 5.93 17.26 11.35 0.096
H 7.54 16.56 11.04 0.066
H 6.96 17.92 10.11 0.093
H 6.51 15.42 14.17 0.087
H 6.87 17.09 14.75 0.068
H 7.61 15.87 15.50 0.083
H 8.69 20.58 15.23 0.113
H 8.81 20.62 13.41 0.081
H 10.19 19.89 14.37 0.058

=====

86
Properties=species:S:1:pos:R:3:lowdin_charge:R:1 method="wB97M-V/def2-TZVPD" total_charge=-2 e_lumo_ev="4.7 / 4.7" s_squared=2.037 spin_multiplicity=3 mol_weight_g_mol=708.1 orbital_gap_ev="4.9 / 5.1"
Ni 0.49 -2.18 -0.51 0.401
C 1.50 0.20 -2.28 -0.078
N 2.00 -0.56 -1.12 -0.236
C 2.23 0.36 0.03 -0.093
C 3.18 -1.32 -1.41 -0.219
C 4.39 -0.70 -1.70 -0.057
C 5.49 -1.45 -2.07 -0.139
C 5.43 -2.86 -2.03 -0.123
C 4.23 -3.46 -1.70 -0.058
C 3.07 -2.72 -1.47 -0.216
N 1.82 -3.25 -1.25 -0.011
C 1.42 -4.49 -1.63 -0.242
C 1.93 -5.14 -2.76 -0.053
C 1.56 -6.44 -3.07 -0.127
C 0.64 -7.09 -2.25 -0.154
C 0.04 -6.43 -1.19 -0.051
C 0.41 -5.12 -0.87 -0.208
N -0.22 -4.33 0.15 -0.227
C 0.28 -4.61 1.53 -0.064
C -1.68 -4.39 0.12 -0.104
H 2.21 1.00 -2.55 0.069
H 0.56 0.65 -1.99 0.051
H 1.41 -0.49 -3.13 0.092
H 2.91 1.18 -0.27 0.067
H 2.71 -0.17 0.86 0.089
H 1.27 0.75 0.40 0.009
H 4.47 0.38 -1.69 0.101
H 6.37 -0.92 -2.42 0.079
H 6.30 -3.45 -2.27 0.085
H 4.16 -4.53 -1.69 0.095
H 2.59 -4.59 -3.43 0.109
H 1.94 -6.95 -3.95 0.084
H 0.37 -8.13 -2.44 0.076
H -0.76 -6.92 -0.60 0.105
H -0.13 -5.57 1.90 0.074
H -0.07 -3.80 2.19 0.055
H 1.36 -4.65 1.52 0.077
H -2.10 -5.41 0.27 0.071
H -2.07 -3.97 -0.80 0.084
H -2.02 -3.76 0.94 0.056
C -3.59 -0.03 2.30 -0.128
C -2.89 -0.21 1.13 -0.078
C -1.74 -1.04 1.16 -0.421
N -1.46 -1.85 2.24 0.062
C -2.16 -1.63 3.36 -0.197
C -3.24 -0.77 3.43 -0.140
H -4.40 0.69 2.33 0.089
H -3.14 0.24 0.20 0.079
H -1.19 -0.28 -0.64 -0.029
H -1.83 -2.20 4.24 0.084
H -3.72 -0.65 4.40 0.070
C -0.87 -1.05 0.07 -0.121
Ge -0.83 2.52 0.37 1.001
C -0.57 3.02 2.35 -0.308
C -1.42 2.79 3.43 -0.120
C -1.00 3.08 4.74 -0.126
C 0.23 3.65 4.99 -0.144
C 1.12 3.82 3.92 -0.121
C 0.71 3.53 2.62 -0.145
C 0.10 4.07 -0.56 -0.337
C -0.44 5.35 -0.44 -0.128
C 0.19 6.46 -1.00 -0.118
C 1.36 6.31 -1.74 -0.141
C 1.86 5.04 -1.92 -0.134
C 1.30 3.92 -1.31 -0.115
C -2.73 2.92 -0.23 -0.363
C -3.73 3.38 0.62 -0.132
C -5.02 3.59 0.13 -0.132
C -5.35 3.39 -1.20 -0.135
C -4.33 2.93 -2.06 -0.118
C -3.03 2.75 -1.59 -0.138
H -2.39 2.36 3.27 0.066
H -1.67 2.95 5.58 0.083
H 0.50 3.98 5.99 0.080
H 2.07 4.28 4.10 0.076
H 1.41 3.73 1.83 0.081
H -1.39 5.52 0.07 0.092
H -0.28 7.43 -0.86 0.082
H 1.84 7.15 -2.23 0.083
H 2.73 4.86 -2.58 0.093
H 1.76 2.94 -1.42 0.058
H -3.55 3.59 1.68 0.083
H -5.79 3.96 0.81 0.084
H -6.34 3.59 -1.58 0.078
H -4.53 2.73 -3.10 0.082
H -2.22 2.49 -2.28 0.096

=====

92
Properties=species:S:1:pos:R:3:lowdin_charge:R:1 method="wB97M-V/def2-TZVPD" total_charge=-2 relative_energy_kj_mol=25.30 e_lumo_ev="4.3 / 4.3" mol_weight_g_mol=880.8 orbital_gap_ev="5.8 / 5.8"
Zr 0.27 1.30 0.45 1.710
N 0.29 1.13 -1.97 -0.070
C 0.36 2.44 -2.65 -0.138
C 1.26 3.38 -1.82 -0.539
O 1.86 4.34 -2.34 -0.039
N 1.34 3.01 -0.54 -0.101
C 2.49 3.49 0.20 -0.141
C 3.05 2.31 0.95 -0.589
O 4.22 2.24 1.30 0.046
O 2.20 1.30 1.16 -0.260
H 1.17 0.68 -2.22 0.081
H -0.48 0.52 -2.26 -0.001
H -0.65 2.84 -2.68 0.102
H 0.73 2.34 -3.63 0.094
H 2.29 4.26 0.93 0.103
H 3.30 3.89 -0.44 0.125
S -1.57 3.14 4.48 0.958
C -0.94 4.53 3.68 -0.460
C -0.25 4.17 2.57 -0.287
C -0.26 2.79 2.25 -0.254
C -0.92 2.11 3.28 -0.541
C -1.16 0.66 3.18 -0.345
C -1.42 -0.26 4.19 -0.096
C -1.13 -1.63 3.84 -0.157
C -0.83 -2.08 2.60 -0.087
C -0.99 -1.13 1.40 -0.436
N -0.81 0.23 1.95 -0.152
H -1.12 5.54 4.10 0.052
H 0.29 4.91 1.96 0.092
H -1.47 0.07 5.23 0.076
H -1.08 -2.33 4.65 0.076
H -0.56 -3.14 2.49 0.080
H -1.97 -1.28 0.90 0.095
C -6.37 3.00 -3.48 -0.217
Si -4.92 1.73 -3.27 0.519
C -5.96 0.27 -2.65 -0.239
C -4.27 1.42 -5.06 -0.186
C -3.68 2.47 -2.06 -0.295
C -3.65 3.83 -1.90 -0.107
C -2.84 4.39 -0.91 -0.066
C -2.00 3.55 -0.23 -0.148
N -1.90 2.23 -0.46 -0.033
C -2.71 1.65 -1.39 -0.782
S -2.74 -0.04 -1.67 0.600
H -7.03 2.63 -4.26 0.009
H -6.09 4.05 -3.75 0.018
H -6.90 3.09 -2.52 0.028
H -7.02 0.31 -3.04 0.034
H -5.89 0.30 -1.57 0.009
H -5.44 -0.69 -2.93 0.017
H -5.10 1.00 -5.64 0.016
H -3.42 0.74 -5.11 0.009
H -4.01 2.38 -5.54 0.015
H -4.19 4.47 -2.58 0.084
H -2.76 5.43 -0.72 0.081
H -1.31 3.92 0.50 0.065
C 0.10 -1.09 0.32 -0.382
Ge 1.70 -2.12 0.71 0.991
C 2.90 -1.86 -0.80 -0.265
C 3.46 -2.97 -1.44 -0.112
C 4.35 -2.73 -2.47 -0.117
C 4.75 -1.45 -2.78 -0.118
C 4.20 -0.36 -2.11 -0.089
C 3.28 -0.56 -1.12 -0.107
C 1.17 -4.10 0.52 -0.252
C 1.36 -5.07 1.49 -0.118
C 0.86 -6.35 1.32 -0.113
C 0.15 -6.68 0.18 -0.125
C -0.07 -5.71 -0.79 -0.116
C 0.42 -4.45 -0.59 -0.132
C 2.79 -2.03 2.35 -0.253
C 2.38 -1.48 3.54 -0.080
C 3.19 -1.62 4.67 -0.087
C 4.41 -2.28 4.64 -0.113
C 4.89 -2.74 3.41 -0.100
C 4.04 -2.66 2.29 -0.110
H -0.21 -1.43 -0.65 -0.013
H 3.16 -3.99 -1.16 0.098
H 4.75 -3.57 -3.06 0.095
H 5.50 -1.25 -3.54 0.091
H 4.60 0.64 -2.32 0.109
H 2.92 0.26 -0.49 0.070
H 1.90 -4.81 2.39 0.098
H 1.01 -7.11 2.06 0.083
H -0.25 -7.68 0.03 0.090
H -0.71 -5.96 -1.65 0.104
H 0.23 -3.70 -1.37 0.104
H 1.44 -0.95 3.67 0.095
H 2.76 -1.25 5.56 0.081
H 4.99 -2.44 5.55 0.090
H 5.88 -3.19 3.31 0.091
H 4.35 -3.15 1.39 0.083

=====

91
Properties=species:S:1:pos:R:3:lowdin_charge:R:1 method="wB97M-V/def2-TZVPD" total_charge=-1 relative_energy_kj_mol=78.41 e_lumo_ev=2.5 mol_weight_g_mol=800.5 orbital_gap_ev=6.7
Zn -0.33 1.82 -0.50 0.473
C -0.65 4.58 3.00 -0.174
Si -1.49 3.06 2.27 0.367
C -0.57 1.62 3.01 -0.200
C -3.26 2.88 2.89 -0.171
N -1.45 3.06 0.54 -0.132
C -2.24 3.96 -0.18 -0.284
C -2.89 5.08 0.37 -0.061
C -3.65 5.96 -0.40 -0.115
C -3.81 5.76 -1.76 -0.117
C -3.21 4.64 -2.34 -0.025
C -2.47 3.77 -1.56 -0.199
O -1.92 2.61 -2.09 -0.053
C -1.62 2.57 -3.45 -0.293
C -2.27 1.62 -4.21 -0.004
C -1.94 1.50 -5.56 -0.077
C -0.98 2.33 -6.12 -0.097
C -0.34 3.28 -5.33 -0.070
C -0.67 3.41 -3.99 -0.005
H -0.60 4.51 4.10 0.025
H -1.12 5.53 2.74 0.012
H 0.38 4.61 2.62 0.031
H -0.77 1.61 4.09 0.033
H 0.50 1.70 2.85 -0.020
H -0.90 0.66 2.60 0.002
H -3.27 2.75 3.98 0.025
H -3.69 1.98 2.44 0.033
H -3.91 3.72 2.64 0.015
H -2.79 5.28 1.43 0.067
H -4.12 6.81 0.08 0.093
H -4.39 6.44 -2.36 0.089
H -3.33 4.44 -3.39 0.116
H -2.98 0.96 -3.74 0.120
H -2.42 0.74 -6.16 0.103
H -0.71 2.22 -7.16 0.095
H 0.43 3.92 -5.75 0.102
H -0.17 4.13 -3.35 0.134
S 1.78 1.14 0.52 0.720
C 1.56 -0.57 0.71 -0.629
N 2.69 -1.30 0.93 -0.128
C 2.60 -2.74 1.14 -0.123
C 1.34 -3.05 1.90 -0.169
N 0.21 -2.64 1.10 -0.148
C -1.05 -2.99 1.74 -0.187
C -1.18 -4.49 1.89 -0.226
C -1.29 -5.08 3.14 -0.052
C -1.40 -6.46 3.26 -0.097
C -1.40 -7.26 2.13 -0.108
C -1.29 -6.67 0.87 -0.087
C -1.18 -5.29 0.76 -0.030
C 0.31 -1.24 0.71 -0.629
S -1.06 -0.54 0.03 0.657
C 4.02 -0.74 1.08 -0.152
C 4.49 -0.76 2.52 -0.207
C 5.66 -1.40 2.90 -0.054
C 6.07 -1.42 4.23 -0.098
C 5.29 -0.80 5.20 -0.106
C 4.12 -0.15 4.83 -0.081
C 3.71 -0.13 3.50 -0.026
H 3.47 -3.07 1.69 0.122
H 2.57 -3.26 0.17 0.137
H 1.37 -2.52 2.87 0.139
H 1.28 -4.12 2.10 0.123
H -1.86 -2.64 1.10 0.077
H -1.16 -2.49 2.71 0.128
H -1.28 -4.46 4.03 0.109
H -1.49 -6.91 4.25 0.095
H -1.48 -8.34 2.22 0.093
H -1.30 -7.29 -0.02 0.098
H -1.09 -4.83 -0.22 0.118
H 4.00 0.28 0.70 0.064
H 4.72 -1.32 0.46 0.126
H 6.26 -1.89 2.14 0.107
H 6.99 -1.92 4.50 0.095
H 5.60 -0.82 6.23 0.094
H 3.51 0.34 5.58 0.100
H 2.80 0.37 3.21 0.094
O 2.19 1.04 -3.20 0.031
C 1.08 0.58 -2.98 -0.611
O 0.21 1.00 -2.15 -0.214
C 0.55 -0.58 -3.80 -0.124
C 1.16 -0.78 -5.04 -0.033
C 0.68 -1.71 -5.95 -0.098
C -0.45 -2.45 -5.61 -0.108
C -1.04 -2.29 -4.37 -0.160
C -0.56 -1.36 -3.44 -0.506
S -1.55 -1.43 -1.95 0.645
H 2.02 -0.17 -5.26 0.113
H 1.17 -1.85 -6.90 0.092
H -0.86 -3.17 -6.31 0.094
H -1.91 -2.89 -4.11 0.083

=====

89
Properties=species:S:1:pos:R:3:lowdin_charge:R:1 method="wB97M-V/def2-TZVPD" total_charge=0 relative_energy_kj_mol=129.63 e_lumo_ev=0.1 mol_weight_g_mol=844.0 orbital_gap_ev=6.9
Pt -0.13 0.24 -0.18 1.017
C -1.94 -1.00 3.47 -0.179
Si -0.20 -0.85 2.77 0.405
C 1.02 -0.77 4.21 -0.170
C 0.08 -2.45 1.82 -0.174
N 0.15 0.55 1.77 -0.233
C -0.02 1.86 2.22 -0.298
C -0.52 2.15 3.50 -0.059
C -0.76 3.45 3.92 -0.095
C -0.50 4.52 3.08 -0.099
C 0.09 4.27 1.85 -0.015
C 0.35 2.98 1.45 -0.217
O 1.06 2.73 0.29 -0.037
C 0.85 3.52 -0.81 -0.295
C -0.43 3.70 -1.32 -0.013
C -0.60 4.44 -2.48 -0.073
C 0.50 5.00 -3.13 -0.099
C 1.77 4.80 -2.61 -0.087
C 1.95 4.06 -1.45 -0.006
H -1.93 -1.74 4.26 0.036
H -2.64 -1.34 2.70 0.030
H -2.35 -0.08 3.88 0.022
H 1.73 -1.60 4.16 0.024
H 0.51 -0.84 5.18 0.029
H 1.58 0.16 4.20 0.029
H 1.02 -2.92 2.08 0.018
H 0.07 -2.29 0.74 -0.005
H -0.72 -3.15 2.05 0.030
H -0.73 1.34 4.17 0.078
H -1.18 3.62 4.91 0.099
H -0.72 5.54 3.39 0.096
H 0.36 5.09 1.19 0.121
H -1.27 3.25 -0.81 0.110
H -1.59 4.58 -2.88 0.103
H 0.36 5.58 -4.03 0.097
H 2.63 5.24 -3.11 0.100
H 2.94 3.89 -1.03 0.118
C 3.14 -0.81 1.12 0.010
C 2.94 -0.80 -0.35 -0.318
N 1.90 -0.31 -0.99 -0.014
C 2.15 -0.43 -2.34 -0.109
C 3.36 -1.01 -2.51 -0.058
N 3.87 -1.23 -1.25 -0.012
C 5.09 -1.94 -0.95 -0.066
N 4.86 -3.27 -0.46 -0.054
N 5.04 -3.55 0.85 0.051
N 4.66 -4.73 1.11 0.081
C 4.17 -5.29 -0.06 -0.227
C 3.62 -6.55 -0.30 -0.009
C 3.21 -6.82 -1.58 -0.080
C 3.34 -5.86 -2.61 -0.076
C 3.88 -4.61 -2.39 -0.010
C 4.29 -4.35 -1.08 -0.168
H 2.29 -0.30 1.58 0.044
H 4.05 -0.28 1.39 0.097
H 3.21 -1.83 1.51 0.071
H 1.45 -0.07 -3.07 0.102
H 3.92 -1.25 -3.40 0.116
H 5.66 -1.43 -0.18 0.140
H 5.67 -1.98 -1.87 0.142
H 3.53 -7.28 0.49 0.115
H 2.77 -7.78 -1.82 0.103
H 3.00 -6.11 -3.61 0.105
H 3.98 -3.89 -3.19 0.100
C -7.19 0.75 0.83 -0.101
C -6.49 1.54 1.73 -0.089
C -5.11 1.55 1.72 -0.040
C -4.39 0.79 0.80 -0.221
C -5.09 -0.01 -0.09 -0.041
C -6.48 -0.03 -0.08 -0.085
C -2.91 0.82 0.86 -0.082
C -2.04 0.58 -0.12 -0.287
C -2.29 0.52 -1.57 -0.282
C -1.55 -0.41 -2.31 -0.103
C -1.63 -0.44 -3.70 -0.083
C -2.45 0.46 -4.36 -0.083
C -3.18 1.40 -3.62 -0.065
C -3.09 1.44 -2.25 -0.041
H -8.27 0.74 0.83 0.097
H -7.03 2.15 2.45 0.099
H -4.57 2.16 2.44 0.113
H -4.55 -0.64 -0.78 0.114
H -7.01 -0.66 -0.78 0.100
H -2.52 1.05 1.84 0.074
H -0.95 -1.16 -1.78 0.088
H -1.07 -1.17 -4.26 0.104
H -2.53 0.44 -5.44 0.101
H -3.82 2.11 -4.14 0.106
H -3.64 2.18 -1.68 0.126